Formula: C13H19ClMnSi
Source: OMol25
Level of theory: ωB97M-V/def2-TZVPD

Structure (XYZ):
```
35
C13H19ClMnSi | OMol25 | ωB97M-V/def2-TZVPD
C -2.09 -1.46 -0.83
C -1.41 -1.66 -2.07
C -1.22 -0.35 -2.67
H -1.21 -2.62 -2.53
C -1.61 0.65 -1.70
C -2.18 -0.05 -0.58
H -2.74 0.41 0.23
H -2.55 -2.25 -0.24
H -0.96 -0.17 -3.70
H -1.58 1.73 -1.83
Mn -0.02 -0.48 -1.01
Cl 0.14 -1.55 0.99
C 2.43 -0.40 -0.48
C 1.94 0.83 -1.01
C 1.29 0.55 -2.26
H 2.07 1.82 -0.56
C 1.37 -0.89 -2.48
C 2.02 -1.47 -1.34
H 2.30 -2.52 -1.22
H 3.03 -0.51 0.42
H 0.93 1.32 -2.96
H 1.13 -1.43 -3.40
C -1.59 -0.12 2.92
Si -0.06 0.48 2.04
C -0.26 2.18 1.33
C 1.62 0.25 2.81
H -2.51 0.15 2.37
H -1.57 0.42 3.87
H -1.60 -1.20 3.13
H -0.33 2.78 2.25
H 0.59 2.54 0.76
H -1.18 2.34 0.76
H 1.51 0.73 3.79
H 1.90 -0.81 2.95
H 2.40 0.77 2.23
```

multiplicity: 5
gap between HOMO and LUMO (alpha / beta): 2.13 / 7.35 eV
net charge: -1
F_max: 2.66 eV/A
highest occupied orbital energy (alpha / beta): 0.83 / -4.42 eV

=====

Formula: C13H19ClN2O2SW
Source: OMol25
Level of theory: ωB97M-V/def2-TZVPD

Structure (XYZ):
```
39
C13H19ClN2O2SW | OMol25 | ωB97M-V/def2-TZVPD
Cl 3.43 -2.90 -0.61
C 3.19 2.57 0.97
C 2.03 3.40 0.63
C 1.71 3.18 -0.80
H 1.45 3.96 1.33
C 2.65 2.08 -1.28
C 3.67 1.90 -0.20
H 4.38 1.05 -0.29
H 3.65 2.47 1.92
H 0.88 3.49 -1.37
C 2.85 1.62 -2.67
W 1.25 1.51 0.29
C -0.45 1.70 1.21
C 1.89 -0.16 1.89
O -1.55 1.87 1.64
O 1.92 -0.65 2.87
H 2.00 1.82 -3.33
H 3.08 0.52 -2.74
H 3.76 2.20 -3.02
C -1.19 -3.85 0.78
C -0.89 -2.41 0.91
N -0.59 -1.79 -0.52
C -1.02 -0.56 -0.82
S 0.04 0.55 -1.64
N -2.26 -0.14 -0.56
C -3.44 -0.99 -0.41
C -4.30 -0.49 0.74
H -1.93 -4.03 0.02
H -1.57 -4.21 1.71
H -0.30 -4.40 0.52
H -1.71 -1.81 1.33
H 0.04 -2.18 1.46
H 0.42 -2.03 -0.73
H -2.41 0.84 -0.78
H -4.03 -1.02 -1.32
H -3.08 -2.02 -0.22
H -4.78 0.47 0.46
H -5.09 -1.23 0.96
H -3.70 -0.32 1.66
```

multiplicity: 3
gap between HOMO and LUMO (alpha / beta): 3.28 / 3.26 eV
net charge: +2
F_max: 9.30 eV/A
highest occupied orbital energy (alpha / beta): -14.37 / -14.24 eV

=====

Formula: C13H19N
Source: OMol25
Level of theory: ωB97M-V/def2-TZVPD

Structure (XYZ):
```
33
C13H19N | OMol25 | ωB97M-V/def2-TZVPD
C 4.66 0.85 0.87
C 3.68 0.10 0.01
C 3.54 0.29 -1.34
N 2.71 -0.65 -1.90
C 2.31 -1.55 -0.93
C 1.46 -2.66 -0.94
C 1.23 -3.33 0.25
C 1.75 -2.86 1.45
C 2.63 -1.79 1.44
C 2.91 -1.06 0.29
H 4.98 1.78 0.40
H 5.37 0.13 1.27
H 4.07 1.16 1.75
H 4.05 1.05 -1.93
H 2.51 -0.74 -2.87
H 1.05 -2.98 -1.88
H 0.61 -4.21 0.28
H 1.54 -3.39 2.38
H 2.96 -1.39 2.40
C -4.50 2.62 -0.70
C -3.82 1.27 -0.43
C -2.37 1.54 0.09
C -4.67 0.50 0.57
H -4.60 3.16 0.25
H -5.44 2.54 -1.27
H -4.00 3.25 -1.44
H -3.77 0.77 -1.41
H -2.51 1.96 1.08
H -1.91 0.55 0.16
H -1.74 2.09 -0.59
H -5.41 1.20 1.00
H -5.18 -0.40 0.24
H -4.11 0.20 1.47
```

gap between HOMO and LUMO: 8.62 eV
net charge: 0
F_max: 2.73 eV/A
highest occupied orbital energy: -7.78 eV

=====

Formula: C13H19N2O4S
Source: OMol25
Level of theory: ωB97M-V/def2-TZVPD

Structure (XYZ):
```
39
C13H19N2O4S | OMol25 | ωB97M-V/def2-TZVPD
C -3.55 -1.59 -1.28
S -2.38 -1.50 0.09
O -1.26 -2.31 -0.19
O -3.06 -1.58 1.34
N -1.67 0.26 0.13
C -0.66 0.20 1.24
C 0.79 0.28 0.85
C 1.51 1.43 1.14
C 2.87 1.55 0.84
C 3.47 0.47 0.24
C 2.75 -0.70 -0.05
C 1.42 -0.82 0.25
O 3.58 -1.60 -0.63
C 4.86 -1.00 -0.68
O 4.76 0.31 -0.15
C -1.14 0.57 -1.21
C -0.78 2.06 -1.35
N -1.98 2.83 -1.06
C -2.38 2.63 0.31
C -2.79 1.16 0.46
H -3.00 -1.64 -2.21
H -4.26 -0.77 -1.26
H -4.07 -2.52 -1.11
H -0.88 1.01 1.94
H -0.84 -0.74 1.77
H 1.03 2.26 1.64
H 3.42 2.44 1.08
H 0.88 -1.73 0.05
H 5.57 -1.58 -0.08
H 5.20 -0.95 -1.72
H -1.92 0.35 -1.93
H -0.27 -0.06 -1.39
H 0.06 2.30 -0.70
H -0.49 2.24 -2.38
H -1.85 3.81 -1.28
H -1.60 2.89 1.04
H -3.26 3.25 0.52
H -3.60 0.98 -0.25
H -3.14 0.93 1.47
```

gap between HOMO and LUMO: 8.20 eV
net charge: +1
F_max: 1.33 eV/A
highest occupied orbital energy: -11.10 eV

=====

Formula: C13H19N2PdS3SeSi
Source: OMol25
Level of theory: ωB97M-V/def2-TZVPD

Structure (XYZ):
```
40
C13H19N2PdS3SeSi | OMol25 | ωB97M-V/def2-TZVPD
Pd -0.74 -0.07 0.79
S -2.36 -1.39 2.02
C -1.86 -3.00 1.79
C -2.54 -4.03 2.50
C -2.18 -5.33 2.34
C -1.12 -5.70 1.46
C -0.44 -4.75 0.78
C -0.78 -3.36 0.93
S 0.12 -2.24 0.06
H -3.35 -3.76 3.16
H -2.71 -6.10 2.88
H -0.86 -6.74 1.34
H 0.37 -5.01 0.12
C 1.34 2.93 -3.48
Si 0.04 1.63 -3.52
C 0.59 0.05 -4.28
C -1.61 2.23 -4.06
Se -0.22 1.04 -1.24
H 1.79 3.04 -4.47
H 2.14 2.68 -2.78
H 0.91 3.89 -3.19
H 0.86 0.24 -5.33
H -0.21 -0.69 -4.27
H 1.46 -0.36 -3.78
H -1.53 2.65 -5.07
H -1.97 3.02 -3.40
H -2.33 1.42 -4.08
C 1.14 3.75 1.61
N 1.32 2.49 2.32
C 2.53 1.97 2.75
C 2.28 0.80 3.36
N 0.91 0.61 3.27
C 0.32 1.64 2.64
S -1.35 1.84 2.33
H 2.12 4.18 1.45
H 0.53 4.42 2.21
H 0.64 3.56 0.66
H 3.46 2.49 2.59
H 2.94 0.08 3.82
H 0.38 -0.12 3.72
```

multiplicity: 5
gap between HOMO and LUMO (alpha / beta): 8.20 / 5.14 eV
net charge: +1
F_max: 0.77 eV/A
highest occupied orbital energy (alpha / beta): -10.21 / -10.81 eV

=====

Formula: C13H19N4O4
Source: OMol25
Level of theory: ωB97M-V/def2-TZVPD

Structure (XYZ):
```
40
C13H19N4O4 | OMol25 | ωB97M-V/def2-TZVPD
C -4.37 -0.22 3.88
C -4.12 0.60 2.63
C -4.37 -0.22 1.37
C -5.00 1.84 2.63
O -2.74 1.14 2.62
C -1.73 0.23 2.67
N -0.52 0.97 2.53
N 0.51 0.21 2.53
C 1.73 0.97 2.61
O 1.85 2.18 2.71
O 2.73 0.07 2.57
C 4.11 0.61 2.53
C 4.40 1.39 3.80
C 4.32 1.45 1.29
C 5.01 -0.61 2.47
O -1.87 -0.97 2.83
H -4.22 0.41 4.77
H -5.40 -0.58 3.90
H -3.70 -1.09 3.91
H -4.23 0.41 0.48
H -3.72 -1.10 1.32
H -5.41 -0.57 1.36
H -4.81 2.44 1.73
H -6.06 1.56 2.63
H -4.81 2.44 3.53
H 4.31 0.72 4.68
H 5.43 1.77 3.78
H 3.73 2.24 3.91
H 4.17 0.84 0.39
H 3.64 2.32 1.26
H 5.35 1.83 1.27
H 4.80 -1.20 1.56
H 6.06 -0.30 2.43
H 4.87 -1.24 3.35
C 0.10 -2.70 1.34
C 1.11 -2.94 0.44
N 2.02 -3.02 -0.31
C -0.93 -3.60 1.57
N -1.83 -4.31 1.83
H 0.14 -1.79 1.94
```

gap between HOMO and LUMO: 3.85 eV
net charge: -1
F_max: 3.15 eV/A
highest occupied orbital energy: -2.85 eV

=====

Formula: C13H19NO5
Source: OMol25
Level of theory: ωB97M-V/def2-TZVPD

Structure (XYZ):
```
38
C13H19NO5 | OMol25 | ωB97M-V/def2-TZVPD
C 1.58 1.68 2.35
C 1.85 1.17 0.93
C 1.12 -0.15 0.62
C 1.73 -0.74 -0.67
C -0.39 -0.04 0.50
C -1.20 -1.12 0.38
C -0.80 -2.58 0.38
C 0.02 -3.02 1.59
O -0.15 -4.42 1.82
C -2.69 -0.92 0.20
O -3.35 -1.71 -0.45
C -3.27 0.29 0.84
C -2.48 1.36 0.98
C -1.09 1.29 0.45
O -0.61 2.28 -0.07
H 2.19 2.55 2.56
H 1.88 0.92 3.06
H 0.53 1.93 2.49
H 1.65 1.92 0.18
H 2.93 0.97 0.87
H 1.38 -0.81 1.45
H 2.81 -0.67 -0.60
H 1.39 -0.19 -1.54
H 1.49 -1.79 -0.81
H -1.70 -3.17 0.40
H -0.29 -2.83 -0.55
H 1.08 -2.84 1.42
H -0.30 -2.51 2.49
H 0.33 -4.88 1.13
H -4.31 0.26 1.12
H -2.83 2.29 1.39
C -0.43 2.36 -3.56
N 1.03 2.03 -3.54
O 1.70 2.50 -2.66
O 1.43 1.30 -4.42
H -0.65 3.00 -2.72
H -0.64 2.85 -4.51
H -0.97 1.42 -3.49
```

gap between HOMO and LUMO: 8.74 eV
net charge: 0
F_max: 0.91 eV/A
highest occupied orbital energy: -9.88 eV

=====

Formula: C13H20AsNO4PtS4
Source: OMol25
Level of theory: ωB97M-V/def2-TZVPD

Structure (XYZ):
```
44
C13H20AsNO4PtS4 | OMol25 | ωB97M-V/def2-TZVPD
Pt -0.98 -1.33 1.39
S -0.89 -1.42 3.66
S -2.53 -1.69 4.70
S -3.24 -4.07 2.25
S -2.08 -3.23 0.92
C -2.74 -2.16 -2.35
C -1.61 -1.15 -2.46
As -0.37 -1.16 -0.96
C 0.76 0.36 -1.37
C 1.22 0.48 -2.82
C 0.77 -2.67 -1.46
C 1.81 -3.00 -0.40
H -3.45 -2.04 -3.18
H -3.30 -2.01 -1.42
H -2.39 -3.19 -2.35
H -2.00 -0.14 -2.50
H -1.01 -1.33 -3.36
H 1.61 0.29 -0.69
H 0.17 1.22 -1.07
H 1.79 -0.39 -3.15
H 1.86 1.36 -2.94
H 0.38 0.60 -3.51
H 1.22 -2.46 -2.43
H 0.08 -3.51 -1.61
H 2.47 -2.16 -0.21
H 2.41 -3.86 -0.69
H 1.33 -3.21 0.56
O 3.15 0.34 2.24
C 1.96 0.49 1.96
O 1.16 -0.45 1.62
C 1.43 1.92 1.95
C 0.08 2.22 2.06
C -0.36 3.53 2.00
C 0.55 4.57 1.81
C 1.90 4.28 1.70
C 2.34 2.96 1.77
H -0.64 1.43 2.18
H -1.42 3.73 2.07
H 0.20 5.59 1.75
H 2.62 5.08 1.55
H 3.39 2.71 1.70
O -2.52 0.82 1.39
N -2.89 1.44 0.37
O -2.26 1.20 -0.69
```

multiplicity: 3
gap between HOMO and LUMO (alpha / beta): 5.96 / 6.20 eV
net charge: -2
F_max: 0.58 eV/A
highest occupied orbital energy (alpha / beta): -1.20 / -1.46 eV

=====

Formula: C13H20ClF6InNO6
Source: OMol25
Level of theory: ωB97M-V/def2-TZVPD

Structure (XYZ):
```
48
C13H20ClF6InNO6 | OMol25 | ωB97M-V/def2-TZVPD
C -4.06 -0.16 -1.52
C -4.62 -1.12 -0.49
O -4.69 -2.31 -0.79
N -5.02 -0.66 0.73
C -4.96 0.80 0.91
In -4.13 -1.74 2.36
C -1.90 -1.94 2.10
C -1.44 -1.83 0.73
O -1.12 -0.82 0.14
Cl -1.41 -3.41 -0.15
H -3.11 0.23 -1.19
H -3.93 -0.68 -2.45
H -4.72 0.68 -1.67
H -3.97 1.23 0.78
H -5.65 1.29 0.22
H -5.32 1.05 1.90
H -4.42 -0.82 3.85
H -4.81 -3.37 2.57
H -1.39 -1.19 2.69
H -1.60 -2.90 2.49
C 1.85 1.72 0.22
C 1.15 1.24 1.47
O 1.24 2.23 2.53
C 0.39 3.23 2.47
O -0.44 3.44 1.64
C 0.61 4.15 3.69
F 1.91 4.39 3.89
F 0.12 3.58 4.79
F 0.00 5.31 3.51
H 2.89 1.98 0.43
H 1.83 0.93 -0.54
H 1.37 2.60 -0.20
H 1.63 0.35 1.86
H 0.10 1.00 1.28
C 4.48 -2.99 -1.71
C 5.03 -2.40 -2.99
O 4.09 -1.49 -3.59
C 4.05 -0.27 -3.08
O 4.73 0.16 -2.19
C 2.99 0.56 -3.82
F 1.87 -0.13 -3.98
F 3.45 0.91 -5.03
F 2.72 1.67 -3.14
H 3.52 -3.48 -1.90
H 5.18 -3.74 -1.32
H 4.33 -2.23 -0.95
H 5.20 -3.17 -3.73
H 5.98 -1.88 -2.82
```

gap between HOMO and LUMO: 7.40 eV
net charge: -1
F_max: 1.49 eV/A
highest occupied orbital energy: -5.21 eV

=====

Formula: C13H20I2LaN3O8P2
Source: OMol25
Level of theory: ωB97M-V/def2-TZVPD

Structure (XYZ):
```
49
C13H20I2LaN3O8P2 | OMol25 | ωB97M-V/def2-TZVPD
I 4.10 1.05 -2.16
I 0.03 -0.18 -3.84
La 1.35 0.32 -0.87
P 1.49 -2.51 -1.82
C 0.18 -3.74 -2.11
C 2.70 -2.90 -3.11
H 3.06 -3.94 -3.01
H 2.77 -4.04 -0.42
H 3.54 -2.20 -3.04
H 3.05 -2.33 0.07
H -0.29 -3.55 -3.08
H 2.23 -2.78 -4.09
C 2.29 -3.06 -0.27
H 0.59 -4.76 -2.10
H 1.53 -3.14 0.54
H -0.58 -3.64 -1.32
P -0.10 2.80 -1.83
C -1.81 3.43 -1.95
C 0.44 3.31 -0.15
H 1.89 3.73 -2.81
H 0.57 4.95 -2.80
H 0.55 3.61 -3.98
C 0.82 3.89 -2.96
H 1.48 2.98 0.06
H 0.42 4.41 -0.09
H -1.84 4.53 -1.81
H -2.42 2.94 -1.18
H -0.23 2.88 0.62
H -2.20 3.18 -2.94
C -1.52 -0.48 -1.82
O -2.49 -1.09 -1.83
O -3.37 -0.53 5.93
N -2.15 -0.74 5.74
O -1.39 -1.18 6.62
C -1.64 -0.48 4.41
C -2.56 -0.06 3.43
C -2.12 0.19 2.14
C -0.75 -0.01 1.79
O -0.35 0.14 0.58
C 0.20 -0.36 2.82
C -0.27 -0.65 4.11
N 1.59 -0.52 2.54
O 2.33 -1.10 3.34
O 2.09 -0.03 1.44
N -3.07 0.68 1.15
O -4.24 0.88 1.56
O -2.72 0.95 -0.03
H -3.61 0.08 3.70
H 0.43 -0.97 4.88
```

gap between HOMO and LUMO (alpha / beta): 4.55 / 3.28 eV
net charge: +2
F_max: 3.90 eV/A
highest occupied orbital energy (alpha / beta): -14.70 / -14.71 eV

=====

Formula: C13H20IIrNS4
Source: OMol25
Level of theory: ωB97M-V/def2-TZVPD

Structure (XYZ):
```
40
C13H20IIrNS4 | OMol25 | ωB97M-V/def2-TZVPD
Ir 0.02 -0.05 -0.32
C 1.42 2.32 -1.99
C 0.13 3.01 -1.57
S -1.21 1.90 -0.98
C -2.05 1.31 -2.51
C -1.30 0.26 -3.30
S -0.85 -1.07 -2.12
C 0.51 -2.11 -2.79
C 1.06 -2.91 -1.63
S 1.43 -1.97 -0.09
C 3.09 -1.23 -0.36
C 3.12 -0.03 -1.28
S 1.88 1.17 -0.65
H 2.24 3.04 -2.08
H 1.33 1.76 -2.92
H -0.28 3.59 -2.40
H 0.29 3.70 -0.74
H -2.24 2.19 -3.13
H -3.01 0.94 -2.15
H -0.39 0.62 -3.77
H -1.95 -0.19 -4.06
H 1.24 -1.44 -3.25
H 0.08 -2.76 -3.55
H 1.99 -3.41 -1.93
H 0.36 -3.68 -1.31
H 3.74 -2.02 -0.75
H 3.44 -0.98 0.65
H 2.89 -0.26 -2.32
H 4.09 0.48 -1.23
I -2.37 -2.91 4.44
C -1.64 -1.20 3.58
C -1.51 -0.02 4.33
C -1.00 1.12 3.73
C -0.67 1.08 2.39
N -0.74 -0.07 1.68
C -1.21 -1.19 2.25
H -1.83 0.00 5.37
H -0.92 2.05 4.28
H -0.38 1.98 1.86
H -1.22 -2.10 1.66
```

multiplicity: 2
gap between HOMO and LUMO (alpha / beta): 6.74 / 5.52 eV
net charge: +4
F_max: 1.60 eV/A
highest occupied orbital energy (alpha / beta): -21.84 / -21.85 eV

=====

Formula: C13H20N2O3S2
Source: OMol25
Level of theory: ωB97M-V/def2-TZVPD

Structure (XYZ):
```
40
C13H20N2O3S2 | OMol25 | ωB97M-V/def2-TZVPD
C -6.38 -1.94 -0.54
C -5.34 -1.92 0.57
O -4.05 -1.56 0.06
C -3.79 -0.26 -0.08
O -4.56 0.62 0.20
C -2.38 -0.05 -0.60
C -1.40 -0.39 0.54
C -0.04 0.23 0.26
N -0.14 1.68 0.26
C 0.88 2.54 0.43
O 0.73 3.74 0.41
C 2.26 1.95 0.68
S 2.92 1.03 -0.76
C 3.24 -0.52 -0.04
N 2.99 -0.83 1.16
C 3.35 -2.16 1.52
C 3.94 -2.93 0.31
S 3.97 -1.75 -1.08
C -1.46 2.22 -0.04
C -2.16 1.38 -1.09
H -6.08 -2.61 -1.34
H -6.51 -0.94 -0.95
H -7.33 -2.28 -0.14
H -5.21 -2.91 1.00
H -5.63 -1.20 1.34
H -2.23 -0.76 -1.42
H -1.78 -0.01 1.49
H -1.30 -1.47 0.63
H 0.33 -0.12 -0.71
H 0.67 -0.09 1.03
H 2.94 2.79 0.85
H 2.29 1.26 1.52
H 2.46 -2.67 1.91
H 4.08 -2.10 2.34
H 4.96 -3.26 0.49
H 3.33 -3.78 0.02
H -1.31 3.25 -0.38
H -2.06 2.26 0.88
H -3.12 1.84 -1.32
H -1.55 1.38 -2.00
```

gap between HOMO and LUMO: 9.45 eV
net charge: 0
F_max: 0.73 eV/A
highest occupied orbital energy: -8.99 eV

=====

Question: Among the records above, which one has the highest net charge?
Answer: C13H20IIrNS4

=====

Question: Look up the net charge of the eleventh one.
Answer: +4